Density functional theory data (ωB97M-V with the def2-TZVPD basis set) for the molecule C5H9N3.

Structure (XYZ):
```
17
Properties=species:S:1:pos:R:3:forces:R:3
N 0.8462 1.4653 1.8209 2.88 2.65 -0.28
C 1.2135 1.6352 0.3581 -3.58 1.38 1.05
C 1.0567 0.3350 -0.3801 2.71 2.93 -3.62
C -0.3008 -0.2066 -0.5345 -0.80 -2.62 2.25
C -0.9232 -1.1112 0.3959 -0.24 1.06 -3.26
N -1.8626 -1.8437 -0.3686 2.32 3.16 -0.96
C -1.7059 -1.3571 -1.6592 0.23 0.68 0.95
N -0.8431 -0.3450 -1.7761 -1.07 -2.03 0.44
H 0.4338 0.6749 2.2194 -1.04 -1.70 -0.41
H 1.7431 1.5440 2.3245 -0.81 0.10 -0.11
H 0.3435 2.2859 -0.1394 2.03 -0.71 1.15
H 2.1723 2.2277 0.3611 -0.92 -1.07 -0.48
H 1.7995 -0.3316 0.0134 0.06 -0.91 0.02
H 1.4407 0.6756 -1.5232 -1.03 -1.38 2.75
H -0.9950 -1.1498 1.4442 0.51 -0.21 1.03
H -2.1340 -2.7491 -0.1062 -0.82 -1.05 0.18
H -2.2848 -1.7495 -2.4503 -0.42 -0.29 -0.71
```
Forces are in eV/Å.

Summary:
- Kohn-Sham gap (eV) = 9.27
- strongest force on any atom (eV/A) = 5.39
- SMILES = NCCc1c[nH]cn1
- LUMO (eV) = 0.9
- energy relative to the best compared isomer or geometry (same formula, charge and spin) (kcal per mole) = 45.5
- charge = 0

Atom charges from the Mulliken analysis, given in e for atoms 1 to 2: N -0.575; C -0.491